(1)
The following is a DFT calculation (wB97M-V/def2-TZVPD) of a structure of composition C14H25N5O3Re.

Each line ends with the Löwdin charge.
Element x y z (Å)
1 Re 1.59 -1.63 -0.40  1.84
2 O 2.90 -3.04 0.47  -0.17
3 C 3.55 -4.06 -0.34  -0.13
4 C 2.53 -4.79 -1.20  -0.11
5 C 1.73 -3.84 -2.14  -0.10
6 C 0.28 -3.79 -1.74  -0.25
7 C -0.68 -4.65 -2.26  0.08
8 C -1.98 -4.57 -1.79  0.08
9 C -2.29 -3.65 -0.79  0.05
10 C -1.29 -2.83 -0.31  -0.05
11 N -0.05 -2.90 -0.79  -0.06
12 H 3.33 -3.03 1.35  0.17
13 H 4.06 -4.78 0.31  0.17
14 H 4.31 -3.57 -0.97  0.16
15 H 1.84 -5.35 -0.56  0.15
16 H 3.07 -5.52 -1.80  0.16
17 H 1.80 -4.19 -3.18  0.17
18 H 2.18 -2.81 -2.17  0.10
19 H -0.41 -5.35 -3.04  0.16
20 H -2.75 -5.22 -2.20  0.16
21 H -3.29 -3.58 -0.39  0.15
22 H -1.50 -2.12 0.48  0.14
23 N 1.32 -0.03 1.11  0.02
24 C 1.30 1.29 0.42  -0.23
25 C 0.71 2.49 1.17  -0.12
26 C -0.80 2.42 1.45  -0.16
27 C -1.41 3.74 1.96  -0.17
28 N -1.61 4.69 0.91  0.08
29 C -2.45 5.77 0.90  -0.40
30 N -2.46 6.52 -0.19  0.22
31 N -3.24 6.06 1.92  0.24
32 C 0.55 1.06 -0.98  -0.52
33 O -0.01 1.97 -1.50  0.24
34 O 0.68 -0.17 -1.34  -0.09
35 H 0.46 -0.15 1.66  0.14
36 H 2.09 -0.03 1.79  0.15
37 H 2.32 1.54 0.12  0.17
38 H 0.94 3.36 0.55  0.14
39 H 1.27 2.63 2.10  0.14
40 H -1.01 1.66 2.20  0.12
41 H -1.33 2.14 0.53  0.12
42 H -0.77 4.17 2.75  0.15
43 H -2.38 3.51 2.44  0.14
44 H -1.09 4.52 0.05  0.15
45 H -1.87 6.36 -1.00  0.14
46 H -3.03 7.36 -0.24  0.15
47 H -3.23 5.57 2.80  0.14
48 H -3.88 6.84 1.85  0.16

The calculation puts the orbital gap (alpha / beta) at 3.52 / 3.81 eV. For the highest occupied orbital energy (alpha / beta), the calculation gives -20.24 / -20.24 eV. Its energy above the lowest of the compared OMol25 structures with the same formula, charge and spin is 90.5 kJ/mol. The net charge is +4. Its spin multiplicity is 2. The energy comes out at -30603.3538 eV.

=====

(2)
The following is a DFT calculation (wB97M-V/def2-TZVPD) of the ion C14H26BBr2N4O4 with charge +1.

Each line ends with the Löwdin charge.
Element x y z (Å)
1 C -3.17 -3.31 -4.12  -0.10
2 C -2.04 -2.95 -5.24  -0.13
3 C -2.01 -1.35 -5.44  -0.38
4 O -2.77 -0.80 -6.28  0.09
5 O -1.07 -0.61 -4.65  -0.07
6 C -1.56 -0.37 -3.31  -0.17
7 C -0.31 0.21 -2.43  -0.04
8 C -0.66 0.14 -0.85  -0.31
9 N 0.04 -0.97 -0.13  0.15
10 C 0.88 -0.46 0.99  -0.13
11 N 2.06 -1.09 1.13  0.13
12 C 3.06 -0.73 2.19  -0.17
13 N 4.10 -1.81 2.17  -0.13
14 C 5.11 -1.58 1.09  -0.13
15 N 0.48 0.66 1.86  0.15
16 B -0.19 0.18 3.14  -0.52
17 C 0.19 0.99 4.52  -0.02
18 O -1.10 -0.93 3.23  0.10
19 C -0.65 1.33 1.09  -0.34
20 C -1.14 2.70 1.74  -0.53
21 Br -2.90 2.66 2.71  0.74
22 C -0.46 3.94 1.67  -0.64
23 C -1.10 5.24 2.34  -0.15
24 Br 1.27 4.11 0.76  0.72
25 O -0.32 1.43 -0.31  -0.07
26 H -3.68 -4.30 -4.38  0.09
27 H -2.62 -3.34 -3.12  0.06
28 H -3.89 -2.42 -4.09  0.09
29 H -2.27 -3.50 -6.21  0.13
30 H -0.99 -3.22 -4.85  0.12
31 H -1.94 -1.30 -2.76  0.11
32 H -2.44 0.37 -3.34  0.16
33 H -0.24 1.32 -2.74  0.15
34 H 0.67 -0.31 -2.70  0.13
35 H -1.79 -0.09 -0.81  0.17
36 H 0.73 -1.34 -0.82  0.13
37 H 2.31 -1.86 0.48  0.17
38 H 3.49 0.32 2.08  0.15
39 H 2.52 -0.87 3.20  0.15
40 H 4.62 -1.84 3.05  0.11
41 H 6.10 -2.09 1.39  0.11
42 H 4.81 -2.07 0.10  0.08
43 H 5.30 -0.46 1.01  0.09
44 H 0.93 1.83 4.24  0.08
45 H 0.74 0.30 5.27  0.09
46 H -0.72 1.50 4.99  0.08
47 H -1.92 -0.56 3.65  0.13
48 H -1.54 0.59 1.18  0.14
49 H -2.04 5.51 1.71  0.10
50 H -0.40 6.14 2.23  0.08
51 H -1.48 5.07 3.40  0.07

The calculation puts the orbital gap at 8.60 eV. For the highest occupied orbital energy, the calculation gives -12.22 eV. The net charge is +1. The energy comes out at -169841.9998 eV.

=====

(3)
The following is a DFT calculation (wB97M-V/def2-TZVPD) of a structure of composition C14H26Br6N2O3Sr2.

Each line ends with the Löwdin charge.
Element x y z (Å)
1 N -5.65 19.93 1.06  0.35
2 H -6.21 20.26 0.29  0.09
3 H -6.19 19.22 1.54  0.11
4 H -5.53 20.75 1.63  0.14
5 H -4.86 19.38 0.74  0.16
6 Sr -8.39 22.35 2.63  1.61
7 Sr -9.62 18.95 1.13  1.56
8 C -8.96 21.38 -2.12  -0.07
9 C -8.10 21.87 -0.97  -0.48
10 O -8.33 21.30 0.26  -0.64
11 H -10.03 21.59 -2.12  0.09
12 H -8.72 20.33 -2.27  0.05
13 H -8.54 21.84 -3.02  0.00
14 H -8.13 22.96 -0.98  0.11
15 H -7.04 21.90 -1.24  0.10
16 Br -8.28 22.85 -5.46  0.62
17 C -8.57 24.71 -4.73  -0.57
18 C -9.66 25.44 -5.64  -0.57
19 Br -10.42 27.20 -4.87  0.63
20 H -7.60 25.21 -4.70  0.06
21 H -9.03 24.64 -3.74  0.03
22 H -10.44 24.68 -5.75  0.01
23 H -9.33 25.54 -6.68  0.07
24 Br -12.63 22.14 -5.31  0.65
25 C -12.96 23.37 -3.77  -0.64
26 C -14.17 22.82 -3.05  -0.69
27 Br -14.58 23.82 -1.38  0.66
28 H -13.19 24.38 -4.10  0.07
29 H -12.10 23.29 -3.10  0.03
30 H -14.20 21.75 -2.86  0.05
31 H -15.10 22.95 -3.60  0.06
32 Br -8.44 18.93 -5.66  0.62
33 C -7.79 17.57 -4.38  -0.66
34 C -8.69 17.13 -3.15  -0.64
35 Br -10.31 16.20 -3.87  0.64
36 H -6.80 17.84 -4.02  0.04
37 H -7.71 16.68 -5.01  0.05
38 H -8.99 17.89 -2.44  -0.01
39 H -8.25 16.28 -2.63  0.04
40 C -4.19 20.49 -2.81  -0.10
41 C -3.57 19.34 -2.48  -0.12
42 C -2.29 19.07 -2.99  0.05
43 C -1.67 19.91 -3.98  -0.06
44 C -2.29 21.16 -4.25  0.05
45 C -3.53 21.45 -3.66  -0.01
46 N -0.58 19.37 -4.79  -0.40
47 O -0.49 18.23 -4.90  0.19
48 O 0.17 20.16 -5.28  0.16
49 H -5.20 20.69 -2.51  0.07
50 H -4.14 18.72 -1.81  0.08
51 H -1.96 18.06 -2.78  0.13
52 H -1.84 21.99 -4.77  0.13
53 H -3.84 22.49 -3.68  0.11

The calculation puts the orbital gap at 1.55 eV. For the highest occupied orbital energy, the calculation gives -17.59 eV. Its energy above the lowest of the compared OMol25 structures with the same formula, charge and spin is 152.2 kJ/mol. The net charge is +4. The energy comes out at -445938.2328 eV.